18
Properties=species:S:1:pos:R:3 method="wB97M-V/def2-TZVPD" smiles=CON(N)c1ncccn1 charge=0 e_above_lowest_kj_mol=429.99 lumo_ev=0.5901 homo_energy_ev=-9.03 orbital_gap_ev=9.62
C 2.3391 -0.9083 0.1778
O 1.3782 -0.1028 0.8159
N 0.6937 0.6947 -0.1706
N 0.8670 2.0423 0.0213
C -1.0137 0.3927 0.1193
N -1.8147 1.4081 0.2561
C -3.0976 1.0726 0.3603
C -3.5251 -0.2479 0.3269
C -2.5377 -1.2193 0.1998
N -1.2618 -0.8896 0.0882
H 3.1100 -0.2959 -0.3032
H 1.8729 -1.5535 -0.5706
H 2.7861 -1.5094 0.9665
H 1.8150 2.3067 -0.2295
H 0.6577 2.3645 0.9655
H -3.7939 1.8946 0.4706
H -4.5680 -0.5101 0.3979
H -2.7601 -2.2783 0.1774